No. 1
The following is a DFT calculation (ωB97M-V with the def2-TZVPD basis set) of an isolated molecule of C5H10O.

Each line ends with the Mulliken charge.
Atoms and positions in Å:
C1 -0.936 -0.883 2.196  -1.158
C2 -0.767 -0.798 0.701  -0.066
C3 -0.183 0.210 0.044  0.318
O1 0.281 1.340 0.663  -0.509
C4 -0.004 0.310 -1.443  -0.395
C5 1.448 0.506 -1.891  -1.110
H1 -1.916 -1.294 2.461  0.294
H2 -0.177 -1.531 2.653  0.242
H3 -0.859 0.087 2.704  0.339
H4 -0.153 1.398 1.523  0.281
H5 -1.153 -1.626 0.114  0.291
H6 -0.589 1.180 -1.771  0.277
H7 -0.436 -0.576 -1.921  0.261
H8 2.070 -0.355 -1.626  0.307
H9 1.492 0.636 -2.978  0.330
H10 1.882 1.396 -1.427  0.296

Cartesian forces, eV/Å:
0.0 0.0 0.1
0.1 0.1 -0.1
-0.2 -0.3 -0.1
-0.1 0.1 0.2
-0.1 0.0 0.0
0.1 0.0 0.0
0.1 0.1 -0.1
-0.1 0.1 -0.1
0.0 -0.1 -0.1
0.3 0.1 0.0
0.1 0.1 0.0
0.0 -0.1 0.0
0.1 0.1 0.1
-0.1 0.1 0.0
0.0 0.0 0.2
-0.1 -0.1 -0.1

Output
- lowest unoccupied orbital energy (eV) = 0.91
- SMILES = C/C=C(\O)CC
- DFT total energy (a.u.) = -271.73171
- gap between HOMO and LUMO (eV) = 9.4
- energy relative to the best compared isomer or geometry (same formula, charge and spin) (kcal per mole) = 13.12

No. 2
The following is a DFT calculation (ωB97M-V with the def2-TZVPD basis set) of a cluster of 2 separate species, C6H12N2 in total.

Each line ends with the Mulliken charge.
Atoms and positions in Å:
C1 1.820 -2.671 -0.828  -0.740
C2 3.151 -2.016 -1.248  -0.740
H1 1.164 -2.066 -0.129  0.061
H2 1.409 -2.809 -1.723  0.324
H3 1.966 -3.646 -0.450  0.395
H4 3.007 -0.985 -0.791  0.212
H5 3.988 -2.583 -0.826  0.238
H6 3.361 -1.903 -2.393  0.233
C3 -1.852 -0.949 0.013  -1.075
C4 -0.820 2.193 1.339  -0.171
C5 -1.467 0.415 0.202  0.683
C6 -0.442 0.999 -0.458  -0.541
N1 -1.802 1.204 1.322  -0.638
N2 0.109 2.146 0.329  -0.118
H7 -0.478 2.938 2.102  0.304
H8 0.779 2.824 -0.081  0.263
H9 0.065 0.920 -1.383  0.478
H10 -2.011 -1.229 -0.999  0.338
H11 -2.710 -1.071 0.701  0.339
H12 -1.031 -1.665 0.294  0.155

Cartesian forces, eV/Å:
1.2 1.3 2.1
0.0 1.6 0.0
1.0 -0.7 -0.9
-2.9 -0.6 -3.3
0.2 -1.0 0.8
1.3 -1.0 -0.8
0.1 0.6 0.0
-0.8 -0.3 2.1
-0.7 -2.0 1.4
-0.1 -0.4 0.6
2.1 3.2 0.6
2.4 2.9 0.7
3.5 1.9 -0.1
-3.3 -3.2 -1.9
-1.7 -0.8 -0.2
-1.0 -0.7 1.0
0.1 -1.0 -0.8
-0.8 0.0 -0.9
0.1 -0.7 -0.7
-0.7 0.8 0.3

Output
- lowest unoccupied orbital energy (eV) = 0.83
- SMILES = Cc1c[nH]cn1.CC
- DFT total energy (a.u.) = -345.24525
- gap between HOMO and LUMO (eV) = 9.4
- energy relative to the best compared isomer or geometry (same formula, charge and spin) (kcal per mole) = 51.84

No. 3
The following is a DFT calculation (ωB97M-V with the def2-TZVPD basis set) of an isolated molecule of C22H25N3O3.

Each line ends with the Mulliken charge.
Atoms and positions in Å:
C1 4.837 -0.302 1.638  -0.614
H1 5.422 0.480 2.117  0.255
O1 4.650 -1.306 2.605  -0.341
C2 3.898 -2.401 2.133  0.170
C3 3.344 -3.191 3.322  -1.179
N1 2.196 -2.533 3.912  0.065
C4 0.971 -2.956 3.540  0.633
O2 0.810 -3.942 2.837  -0.704
C5 -0.241 -2.157 4.012  -0.772
H2 0.035 -1.264 4.562  0.376
H3 -0.854 -2.802 4.644  0.388
C6 -1.041 -1.770 2.763  -0.658
C7 -0.156 -1.051 1.816  0.484
N2 0.792 -0.219 2.098  -0.229
N3 1.377 0.132 0.930  -0.496
C8 0.755 -0.502 -0.008  0.944
O3 -0.239 -1.273 0.487  -0.329
C9 0.998 -0.421 -1.468  -1.174
C10 -0.117 0.379 -2.097  0.557
C11 -1.075 -0.229 -2.895  -0.684
C12 -2.103 0.514 -3.445  -0.763
C13 -2.206 1.880 -3.197  0.423
C14 -1.248 2.483 -2.384  -0.652
C15 -0.216 1.742 -1.843  -0.451
H4 0.523 2.217 -1.214  0.469
H5 -1.303 3.544 -2.193  0.502
C16 -3.303 2.667 -3.780  0.328
C17 -3.697 2.466 -5.101  -0.448
C18 -4.727 3.207 -5.649  -0.547
C19 -5.385 4.156 -4.885  -0.426
C20 -5.003 4.363 -3.570  -0.540
C21 -3.969 3.628 -3.022  -0.500
H6 -3.686 3.782 -1.991  0.478
H7 -5.515 5.100 -2.969  0.378
H8 -6.191 4.733 -5.313  0.368
H9 -5.018 3.044 -6.676  0.375
H10 -3.176 1.737 -5.706  0.471
H11 -2.848 0.025 -4.055  0.479
H12 -1.018 -1.290 -3.090  0.340
H13 1.025 -1.429 -1.886  0.406
H14 1.960 0.070 -1.621  0.291
H15 -1.409 -2.666 2.260  0.248
H16 -1.892 -1.139 3.031  0.367
C22 2.451 -1.318 4.658  -1.076
H17 3.527 -1.205 4.757  0.380
H18 2.007 -1.374 5.654  0.401
H19 2.067 -0.446 4.125  0.307
H20 3.013 -4.173 2.978  0.466
H21 4.126 -3.304 4.075  0.408
H22 3.061 -2.048 1.515  -0.146
H23 4.531 -3.054 1.512  0.467
H24 3.875 0.106 1.306  0.223
H25 5.385 -0.686 0.768  0.284

Cartesian forces, eV/Å:
0.0 0.1 -0.1
0.0 0.0 -0.1
-0.1 -0.1 0.3
0.0 -0.3 0.0
0.1 0.0 -0.5
0.2 -0.1 0.0
-0.1 0.1 0.5
-0.3 -0.2 -0.3
0.0 -0.1 -0.3
0.0 0.0 0.1
0.1 0.0 0.0
-0.1 -0.1 0.0
0.2 0.4 0.2
-0.8 -0.5 1.0
0.4 0.2 -1.3
0.5 0.2 0.3
-0.1 -0.1 -0.2
-0.3 -0.1 0.1
0.0 0.0 -0.2
0.1 0.0 0.0
-0.1 0.1 0.0
0.2 -0.2 0.1
0.0 0.0 0.0
0.0 -0.1 0.0
0.1 0.1 0.1
0.0 0.1 0.0
-0.2 0.1 -0.1
0.0 0.0 0.1
-0.1 0.0 -0.1
-0.1 0.0 0.0
-0.1 0.1 0.0
0.1 -0.1 0.0
0.0 0.0 0.1
0.0 0.0 0.0
-0.1 0.0 0.0
0.0 0.0 -0.1
0.1 -0.1 0.0
-0.1 0.0 -0.1
0.0 -0.1 0.0
0.1 0.0 0.0
0.0 -0.1 0.1
0.0 0.1 0.1
0.0 -0.1 0.0
-0.1 0.3 0.3
-0.1 0.0 0.0
0.0 0.1 0.0
0.1 0.0 0.1
0.1 0.1 0.1
0.0 0.0 0.0
0.0 0.0 0.0
0.0 0.1 0.0
0.1 0.0 0.0
0.0 0.0 0.0

Output
- lowest unoccupied orbital energy (eV) = 0.71
- SMILES = COCCN(C)C(=O)CCc1nnc(Cc2ccc(-c3ccccc3)cc2)o1
- DFT total energy (a.u.) = -1243.32029
- gap between HOMO and LUMO (eV) = 9.4
- energy relative to the best compared isomer or geometry (same formula, charge and spin) (kcal per mole) = 70.67

No. 4
The following is a DFT calculation (ωB97M-V with the def2-TZVPD basis set) of an isolated molecule of C5H9NSi.

Each line ends with the Mulliken charge.
Atoms and positions in Å:
C1 -0.921 -0.326 -1.940  -0.985
C2 -1.493 0.195 -0.783  -0.005
C3 0.362 -0.714 -1.620  -0.088
C4 -0.602 0.204 0.227  -0.246
C5 1.917 -0.671 0.251  -0.911
N1 0.630 -0.399 -0.338  0.173
Si1 -0.815 1.085 1.844  0.409
H1 -1.358 -0.578 -2.822  0.440
H2 -2.472 0.552 -0.597  0.404
H3 1.036 -1.472 -2.097  0.316
H4 2.226 0.121 1.055  0.300
H5 1.874 -1.742 0.654  0.276
H6 2.661 -0.618 -0.574  0.343
H7 -0.069 2.358 1.836  -0.122
H8 -0.700 0.542 3.154  -0.141
H9 -2.274 1.464 1.750  -0.164

Cartesian forces, eV/Å:
1.6 -0.5 1.3
-0.5 0.3 0.0
0.3 -1.2 -0.2
3.9 -1.3 0.6
0.6 -0.2 1.2
-2.2 1.6 0.9
-1.3 1.2 -1.3
-1.3 -0.4 -2.3
-0.8 0.3 -0.4
-0.6 1.3 0.0
-0.7 -1.6 -1.4
0.5 1.6 -0.1
-0.3 -0.1 0.7
0.2 0.0 0.1
0.5 -0.9 0.8
0.4 -0.1 0.0

Output
- lowest unoccupied orbital energy (eV) = 0.93
- SMILES = Cn1cccc1[SiH3]
- DFT total energy (a.u.) = -540.10659
- gap between HOMO and LUMO (eV) = 9.3
- energy relative to the best compared isomer or geometry (same formula, charge and spin) (kcal per mole) = 19.90